Density functional theory data (ωB97M-V with the def2-TZVPD basis set) for C24H23N2O3S5Sn as an isolated structure.

```
58
C24H23N2O3S5Sn ωB97M-V with the def2-TZVPD basis set
Sn -0.317 0.070 0.062
O -0.162 -5.452 -4.315
C -1.288 -5.281 -3.496
C -1.082 -4.057 -2.654
C -2.055 -3.639 -1.749
C -1.825 -2.512 -0.995
N -0.694 -1.795 -1.107
C 0.258 -2.186 -1.979
C 0.090 -3.311 -2.761
C 1.463 -1.320 -2.050
C 2.528 -1.579 -2.887
C 3.619 -0.713 -2.905
C 4.787 -0.972 -3.809
O 4.531 -2.141 -4.541
C 3.597 0.397 -2.064
C 2.507 0.598 -1.251
N 1.457 -0.240 -1.243
H -0.259 -6.247 -4.850
H -1.449 -6.134 -2.826
H -2.208 -5.146 -4.078
H -2.982 -4.183 -1.629
H -2.557 -2.161 -0.279
H 0.844 -3.635 -3.461
H 2.545 -2.441 -3.536
H 5.687 -1.059 -3.189
H 4.920 -0.098 -4.457
H 5.273 -2.336 -5.124
H 4.420 1.100 -2.039
H 2.458 1.449 -0.584
C -1.772 0.556 -3.596
C -1.574 1.641 -2.589
O -1.090 1.349 -1.458
C -1.923 3.007 -2.884
C -1.724 4.009 -1.919
C -2.062 5.314 -2.199
C -2.603 5.637 -3.441
C -2.807 4.657 -4.406
C -2.469 3.348 -4.134
H -1.441 -0.400 -3.201
H -1.220 0.785 -4.509
H -2.827 0.487 -3.870
H -1.308 3.748 -0.956
H -1.911 6.087 -1.458
H -2.870 6.663 -3.658
H -3.229 4.920 -5.366
H -2.633 2.594 -4.892
C 0.568 -2.781 7.462
S 0.066 -1.581 8.703
C -0.006 -0.030 8.088
C 0.168 0.479 6.687
S 0.391 -0.421 5.358
S 0.092 2.208 6.571
C -0.283 2.587 8.234
S -0.526 4.042 8.832
S -0.350 1.145 9.263
H 0.700 -3.684 8.058
H 1.507 -2.495 7.000
H -0.213 -2.927 6.724
```

Computed properties:
charge: +3
E_tot: -94367.209 eV
LUMO: -0.3599 Eh
largest force on an atom: 0.2 eV Å⁻¹
energy relative to the best compared isomer or geometry (same formula, charge and spin): 0.00 kcal per mole